{
  "formula": "C5H4O2S",
  "method": "ωB97M-V/def2-TZVPD",
  "multiplicity": 1,
  "e_tot_ha": -741.4557,
  "lumo_ev": [-1.5, -1.6],
  "de_lowest_ev": 3.563,
  "homo_energy_ev": [-8.482, -9.562],
  "molar_mass_g_mol": 128.15,
  "total_charge": 0,
  "homo_lumo_gap_ev": [7.023, 7.971],
  "elements": ["C", "C", "C", "C", "C", "O", "O", "S", "H", "H", "H", "H"],
  "coordinates": [[0.80080, -1.18719, -0.10802], [1.77593, 1.07748, 0.06257], [-0.18014, -0.26983, -0.05937], [0.33485, 1.12419, 0.03892], [-1.67100, -0.46221, 0.00300], [-0.35020, 2.12680, 0.12438], [-2.41011, 0.58663, -0.23044], [2.39646, -0.47198, -0.05969], [0.72783, -2.25455, -0.16931], [2.41408, 1.93851, 0.09261], [-1.93763, -1.28808, -0.69696], [-1.90085, -0.91977, 1.00232]],
  "nbo_charge": [-0.38, -0.42, -0.12, 0.37, -0.15, -0.46, -0.25, 0.49, 0.24, 0.24, 0.25, 0.19]
}



{
  "formula": "C2H3O2",
  "method": "ωB97M-V/def2-TZVPD",
  "multiplicity": 1,
  "e_tot_ha": -227.9122,
  "lumo_ev": -5.0,
  "de_lowest_ev": 6.095,
  "homo_energy_ev": -18.707,
  "molar_mass_g_mol": 59.04,
  "total_charge": 1,
  "homo_lumo_gap_ev": 13.731,
  "elements": ["C", "C", "O", "O", "H", "H", "H"],
  "coordinates": [[0.13201, 0.36328, 0.20601], [-0.84579, -0.53850, -0.47101], [-1.86029, -0.29783, 0.39580], [-1.25619, 0.79266, -0.22383], [0.07124, 0.30934, 1.62009], [0.92394, 0.89401, -0.25446], [-1.02709, -1.01661, -1.34530]],
  "nbo_charge": [-0.08, 0.35, -0.10, -0.02, 0.33, 0.27, 0.26]
}